## i
Density functional theory data (the ωB97M-V functional and the def2-TZVPD basis) for the molecule C3H8INO.

Each line ends with the Mulliken charge.
Atoms and positions in Å:
C1 1.43157 0.00620 0.81772  -1.38
C2 0.18626 0.13050 0.13519  0.45
C3 0.16795 -0.35662 -1.30334  -0.86
I1 0.19441 2.71696 -0.40175  -0.20
O1 -0.76420 -0.27704 0.98229  -0.21
N1 -2.11710 -0.30223 0.34071  -0.50
H1 1.67045 0.40879 1.81498  0.38
H2 2.27624 0.47249 0.34344  0.42
H3 1.73990 -1.02966 1.04599  0.37
H4 -0.85959 -0.19764 -1.87308  0.29
H5 0.95185 0.09478 -1.91273  0.37
H6 0.36342 -1.47374 -1.29777  0.36
H7 -2.75136 -0.82434 1.02027  0.27
H8 -2.48981 0.63156 0.28807  0.25

- Molecular weight: 201.0 Da
- Structure (SMILES): CC(C)(I)ON

---

## ii
Density functional theory data (the ωB97M-V functional and the def2-TZVPD basis) for a cluster of 2 separate species, C3H8INO in total.

Each line ends with the Mulliken charge.
Atoms and positions in Å:
C1 0.08729 -0.33142 -2.03009  -1.05
C2 0.71643 0.13972 -0.65583  0.56
O1 1.95865 0.11941 -0.45674  -0.44
N1 -0.17483 0.27669 0.48726  0.22
H1 -0.80984 1.03605 0.31581  0.41
H2 -0.84532 -0.46213 0.59722  -0.18
C3 0.34073 0.65726 1.77827  -0.84
H3 0.67359 -0.15951 -3.02613  0.33
H4 -0.68221 0.33123 -2.30989  0.36
H5 -0.40765 -1.31503 -2.20461  0.33
H6 0.67315 1.67424 1.65472  0.37
H7 1.00401 -0.14837 2.01351  0.33
H8 -0.44379 0.85995 2.53753  0.33
I1 -2.09020 -2.67809 1.29895  -0.72

- Molecular weight: 201.0 Da

---

Short version: i is the least stable of them.

---

## i
Density functional theory data (the ωB97M-V functional and the def2-TZVPD basis) for a cluster of 2 separate species, CH2N2O in total.

Each line ends with the Mulliken charge.
Atoms and positions in Å:
C1 -0.51286 0.95428 -0.24526  -0.04
O1 0.20210 1.87479 -0.55599  -0.40
H1 -1.46220 0.85088 -0.73620  0.24
H2 -0.35719 0.29539 0.59444  0.23
N1 1.00752 -1.44550 0.36818  0.19
N2 1.12263 -2.52984 0.57484  -0.22

- Molecular weight: 58.0 Da
- Structure (SMILES): C=O.N#N

---

## ii
Density functional theory data (the ωB97M-V functional and the def2-TZVPD basis) for a cluster of 2 separate species, CH2N2O in total.

Each line ends with the Mulliken charge.
Atoms and positions in Å:
C1 -0.56296 0.55301 -0.08941  0.70
N1 -0.32864 -0.77699 -0.04569  -0.38
N2 0.39748 0.02874 -0.93312  -0.26
O1 -1.21236 1.48229 0.25519  -0.43
H1 0.39529 -1.62774 1.49576  0.11
H2 1.31120 0.34069 -0.68272  0.27

- Molecular weight: 58.0 Da

---

Short version: ii is the least stable of them.

---

## i
Density functional theory data (the ωB97M-V functional and the def2-TZVPD basis) for a cluster of 2 separate species, CH2N2O in total.

Each line ends with the Mulliken charge.
Atoms and positions in Å:
C1 0.08980 -0.36233 -0.15853  0.01
N1 1.05753 0.55060 0.31578  -0.39
N2 -0.04546 1.03517 -0.06967  0.66
O1 -0.60191 2.06329 -0.29440  -0.58
H1 0.15361 -1.11652 -1.03927  0.28
H2 -0.65356 -2.17021 1.24608  0.02

- Molecular weight: 58.0 Da

---

## ii
Density functional theory data (the ωB97M-V functional and the def2-TZVPD basis) for the molecule CH2N2O.

Each line ends with the Mulliken charge.
Atoms and positions in Å:
N1 1.94917 0.73213 0.03634  -0.34
C1 1.17414 -0.10213 0.05085  0.45
O1 0.16793 -0.94677 -0.00135  -0.28
N2 -1.15087 -0.35040 0.05085  -0.43
H1 -0.97453 0.51876 0.77130  0.30
H2 -1.16584 0.14842 -0.90800  0.29

- Molecular weight: 58.0 Da
- Structure (SMILES): N#CON

---

## iii
Density functional theory data (the ωB97M-V functional and the def2-TZVPD basis) for a structure of composition CH2N2O.

Each line ends with the Mulliken charge.
Atoms and positions in Å:
C1 -0.89092 -0.12216 0.17730  0.17
N1 -0.21066 0.98196 0.02180  -0.49
N2 0.93892 0.25155 0.03703  0.00
O1 0.20935 -1.00891 0.01429  -0.29
H1 -1.90141 -0.46250 0.32257  0.34
H2 1.85472 0.36006 -0.57299  0.28

- Molecular weight: 58.0 Da

---

Short version: i is the least stable of them.

---

## i
Density functional theory data (the ωB97M-V functional and the def2-TZVPD basis) for a structure of composition C7H17BO2.

Each line ends with the Mulliken charge.
Atoms and positions in Å:
B1 -0.34738 -0.62337 -0.18843  0.19
C1 0.59527 -1.82983 -0.67670  -1.89
C2 -0.14937 -1.36816 2.39984  -1.08
C3 0.54131 1.12991 -1.82708  -1.58
C4 -0.80694 1.96073 -0.00947  -2.20
C5 1.53895 1.26982 0.56908  -2.01
C6 -1.03396 -0.88471 1.25286  0.76
C7 0.29484 0.98724 -0.32901  1.87
O1 -1.58066 -0.67209 -1.15176  -0.74
O2 -2.27661 -0.99934 1.19128  -0.64
H1 0.19918 -2.70685 -0.39996  0.57
H2 1.50788 -1.88354 -0.23376  0.49
H3 0.76538 -1.81054 -1.65155  0.67
H4 -0.65661 -1.18428 3.42650  0.32
H5 0.02150 -2.38962 2.19154  0.31
H6 0.82034 -0.87448 2.19664  0.24
H7 0.56098 2.18614 -2.15789  0.43
H8 1.49703 0.81926 -2.28611  0.32
H9 -0.15998 0.59360 -2.54254  0.18
H10 -1.62640 1.93873 -0.62366  0.44
H11 -1.18026 1.82967 0.90443  0.51
H12 -0.23985 2.92734 -0.08781  0.53
H13 1.22891 1.55821 1.62353  0.28
H14 2.19224 0.50402 0.56825  0.50
H15 2.05749 2.00273 -0.04719  0.54
H16 -1.48496 -1.37053 -1.87036  0.41
H17 -2.27829 -1.11006 -0.24067  0.58

- Molecular weight: 144.0 Da

---

## ii
Density functional theory data (the ωB97M-V functional and the def2-TZVPD basis) for the molecule C7H17BO2.

Each line ends with the Mulliken charge.
Atoms and positions in Å:
C1 3.45624 -0.99055 0.58513  -1.07
C2 3.15184 -0.11788 -0.63403  -0.32
C3 2.50275 1.21123 -0.27169  -0.79
C4 1.21710 1.05764 0.53651  -0.38
O1 0.48218 -0.10256 0.11410  -0.59
B1 -0.69039 0.14347 -0.54895  0.61
C5 -1.95804 0.71245 0.16675  -0.77
C6 -3.24240 -0.03779 -0.15726  0.42
C7 -3.06362 -1.54612 -0.17658  -1.30
O2 -4.19134 0.33009 0.85339  -0.55
H1 4.33334 -1.61034 0.40525  0.36
H2 3.66280 -0.38666 1.46889  0.27
H3 2.63066 -1.66198 0.80832  0.24
H4 2.50684 -0.66363 -1.31879  0.20
H5 4.08086 0.09340 -1.16453  0.38
H6 2.29268 1.77301 -1.18334  0.32
H7 3.21131 1.79912 0.31519  0.35
H8 1.43099 0.95724 1.60011  0.33
H9 0.61507 1.96194 0.42607  0.33
H10 -0.71940 -0.07385 -1.73690  -0.14
H11 -1.84974 0.76813 1.25083  0.33
H12 -2.07198 1.74523 -0.18661  0.26
H13 -3.62430 0.28392 -1.13026  0.20
H14 -4.02481 -2.03005 -0.35052  0.39
H15 -2.67034 -1.88760 0.77989  0.27
H16 -2.39709 -1.85587 -0.98170  0.32
H17 -5.07124 0.12802 0.53075  0.33

- Molecular weight: 144.0 Da
- Structure (SMILES): CCCCOBC[C@@H](C)O

---

Short version: i is the least stable of them.

---

## i
Density functional theory data (the ωB97M-V functional and the def2-TZVPD basis) for the molecule C6H14NS.

Each line ends with the Mulliken spin population.
Atoms and positions in Å:
C1 0.19595 0.12748 -1.04768  -0.02
C2 -0.36973 -1.18425 -0.71714  0.00
S1 -0.63428 -2.38389 -2.16718  1.01
C3 1.40547 0.59211 -0.03300  0.00
N1 1.03211 1.38221 1.13896  0.00
C4 0.19621 0.62425 2.11079  0.00
C5 -1.28574 0.20907 1.69667  0.00
C6 0.40343 2.70320 0.94874  0.00
H1 0.77145 0.00502 -2.04312  -0.01
H2 -0.49740 0.89189 -1.21559  0.00
H3 -1.41900 -0.99030 -0.38712  0.01
H4 0.27340 -1.89863 -0.04341  0.01
H5 1.94369 -0.28364 0.28465  0.00
H6 2.04702 1.21556 -0.72454  0.00
H7 0.02700 1.30396 3.03631  0.00
H8 0.72528 -0.31800 2.44960  0.00
H9 -2.02667 0.74184 2.13049  0.00
H10 -1.46150 0.69672 0.77465  0.00
H11 -1.52465 -0.76243 1.83708  0.00
H12 0.05273 3.09757 1.94065  0.00
H13 1.19815 3.48686 0.74064  0.00
H14 -0.45935 2.84911 0.17168  0.00

- Molecular weight: 132.3 Da
- Expectation value of S²: 0.753
- Spin multiplicity: 2

---

## ii
Density functional theory data (the ωB97M-V functional and the def2-TZVPD basis) for the molecule C6H14NS.

Each line ends with the Mulliken spin population.
Atoms and positions in Å:
C1 -0.33138 1.35438 -0.11241  0.00
N1 0.74377 0.37456 0.02756  0.00
C2 0.74606 -0.75265 -0.97106  0.02
C3 1.68652 -1.82527 -0.40982  -0.06
S1 1.47778 -3.41764 -1.14522  0.98
C4 -0.65687 1.84663 1.33820  0.00
C5 -3.11725 2.35942 0.85684  0.00
C6 -1.75347 2.86244 1.35947  0.00
H1 -0.06008 2.21557 -0.72974  0.00
H2 -1.23602 0.93913 -0.54323  0.00
H3 1.66932 0.77205 -0.07965  0.00
H4 -0.28877 -1.01237 -1.19600  -0.01
H5 1.11015 -0.34460 -1.90239  0.00
H6 2.65711 -1.39908 -0.67700  0.05
H7 1.71703 -1.95583 0.67017  0.01
H8 -0.79787 0.94114 1.92962  0.00
H9 0.27888 2.23092 1.76707  0.00
H10 -3.19143 2.60781 -0.20522  0.00
H11 -3.92569 2.91697 1.31777  0.00
H12 -3.25491 1.28583 0.97974  0.00
H13 -1.88705 3.34096 2.34276  0.00
H14 -1.40171 3.72887 0.79238  0.00

- Molecular weight: 132.3 Da
- Expectation value of S²: 0.753
- Spin multiplicity: 2

---

Short version: i is the least stable of them.

---

## i
Density functional theory data (the ωB97M-V functional and the def2-TZVPD basis) for the molecule C2H2N2O3.

Each line ends with the Mulliken charge.
Atoms and positions in Å:
O1 1.45648 1.60656 -0.14520  -0.55
C1 0.37102 1.01567 -0.01094  0.45
N1 -1.04561 1.26286 0.08794  -0.41
C2 -1.51271 0.06518 -0.11862  0.11
O2 -0.73630 -1.04646 -0.13024  -0.29
N2 0.58109 -0.30883 0.26814  0.22
O3 1.67069 -0.87465 -0.16548  -0.36
H1 -2.57866 -0.03145 -0.22855  0.41
H2 1.79400 -1.68887 0.44294  0.41

- Molecular weight: 102.0 Da
- Structure (SMILES): O=c1ncon1O

---

## ii
Density functional theory data (the ωB97M-V functional and the def2-TZVPD basis) for a cluster of 2 separate species, C2H2N2O3 in total.

Each line ends with the Mulliken charge.
Atoms and positions in Å:
O1 -2.95049 1.52909 -0.66187  -0.35
C1 -2.26118 0.62759 -0.47213  0.62
N1 -1.65956 -0.21673 0.13367  -0.31
O2 -0.73962 -1.12741 -0.37092  -0.30
H1 -1.10601 -2.00430 -0.28152  0.34
N2 1.37558 0.92973 0.00252  -0.43
C2 2.00542 0.04089 -0.46827  0.54
O3 2.79708 -0.58680 -1.01706  -0.40
H2 0.82238 1.04325 0.82194  0.29

- Molecular weight: 102.0 Da
- Structure (SMILES): O=C=NO.N=C=O

---

Short version: i is the least stable of them.